No. 1
A cluster of 2 separate species, C15H18O in total at a distorted geometry. Source: the Open Molecules 2025 dataset; level of theory: wB97M-V/def2-TZVPD.

Atoms and positions in Å:
C: 0.59348 3.55064 2.12348
C: 1.84250 1.51428 2.87523
C: 1.58832 2.43601 1.88472
C: 2.90183 0.51013 2.63097
C: 3.63694 0.57602 1.48457
C: 2.37962 2.54725 0.70223
C: 3.40254 1.57399 0.51577
H: 1.35095 1.48194 3.82997
H: 2.79257 -0.31315 3.32258
H: -0.30175 3.18256 2.63501
H: 0.26234 4.06875 1.22230
H: 4.43830 -0.10814 1.20888
H: 2.10324 3.35698 0.04110
H: 4.02842 1.72875 -0.35870
H: 1.12843 4.30578 2.71738
C: -3.21887 -2.71428 -1.26162
C: -4.57446 -1.99569 -1.14164
C: -1.95518 -1.99717 -1.36171
C: -0.74802 -2.68853 -1.18673
C: -1.85907 -0.65106 -1.79313
C: 0.43497 -1.97825 -1.23075
C: -0.65211 -0.01620 -2.03875
C: 0.52028 -0.66156 -1.64967
O: 1.69618 0.00136 -1.75147
H: -3.15282 -3.36690 -0.37964
H: -3.30836 -3.45517 -2.07487
H: -5.21055 -2.16321 -2.01797
H: -0.71488 -3.76731 -1.09128
H: -2.74942 -0.03824 -1.85975
H: 1.41521 -2.44238 -1.12978
H: -0.76600 0.98563 -2.42624
H: 2.30576 -0.24515 -1.02850
H: -4.51307 -0.90647 -1.16953
H: -5.09733 -2.31117 -0.24247

Cartesian forces (eV/Å) of the 3 atoms listed first:
C 0.18 0.06 0.32
C 0.90 -0.64 -1.28
C 0.27 0.88 -0.40

Total charge: -1
2S+1: 2
LUMO level (alpha / beta): 2.94 / 2.93 eV
Relative energy (zero: lowest compared OMol25 entry of this formula, charge and spin): 69.10 kJ/mol

=====

No. 2
A structure of composition C14H12FORuS9. Source: the Open Molecules 2025 dataset; level of theory: wB97M-V/def2-TZVPD.

Atoms and positions in Å:
Ru: 0.16423 1.11805 -0.17363
S: -3.83370 2.25090 -2.22528
C: -2.23992 1.91506 -1.83619
S: -1.35748 2.88685 -0.68185
S: -1.28390 0.70387 -2.59476
S: 3.85353 -3.93384 3.90620
C: 3.11511 -2.74238 2.96503
S: 2.31299 -1.32304 3.66950
C: 1.80413 -0.61007 2.16638
C: 1.89910 -1.45271 1.03613
S: 1.42072 -1.05126 -0.54158
S: 2.45077 -3.07910 1.35354
S: 1.17424 0.96892 2.18198
O: -1.57664 -0.15153 0.52618
S: -1.75209 -1.39946 -0.34032
C: -1.75348 -2.75014 0.90135
C: -3.20020 -3.21199 1.11208
C: -4.08708 -2.01713 0.75919
C: -3.53974 -1.51116 -0.56750
H: -1.32585 -2.27641 1.78539
H: -1.06955 -3.52808 0.56281
H: -3.35931 -3.56680 2.13141
H: -3.42856 -4.04038 0.43504
H: -3.96708 -1.23090 1.50819
H: -5.14630 -2.27640 0.70357
H: -3.87517 -0.52134 -0.88557
H: -3.69888 -2.22531 -1.38172
F: 4.79902 4.55244 -2.40578
C: 3.77438 3.79731 -1.90492
C: 3.26376 4.10762 -0.66359
C: 2.21342 3.34141 -0.16904
C: 1.68496 2.26242 -0.88177
C: 2.24268 1.99062 -2.13397
C: 3.28301 2.75541 -2.65743
H: 3.67575 4.93919 -0.10452
H: 1.80455 3.58997 0.80162
H: 1.85081 1.17246 -2.72361
H: 3.70775 2.54694 -3.63254

Cartesian forces (eV/Å) of the 3 atoms listed first:
Ru -0.67 -0.01 -0.30
S 0.09 -0.10 0.16
C -0.01 0.19 -0.44

Total charge: -2
2S+1: 6
LUMO level (alpha / beta): 4.16 / 3.53 eV
Relative energy (zero: lowest compared OMol25 entry of this formula, charge and spin): 10.10 kJ/mol

=====

Among the records above, which one has the highest total charge? C15H18O